This record from the Open Molecules 2025 dataset describes a 2-piece molecular cluster, CH4ClNO overall. The level of theory is ωB97M-V/def2-TZVPD.

Geometry (Å):
N: 0.959398 -0.461491 -0.296040
C: 0.774674 0.729631 0.306621
O: 1.248019 1.767100 -0.075476
H: 1.522132 -0.478777 -1.132218
H: 0.533053 -1.305886 0.034018
H: 0.151465 0.649111 1.216206
Cl: -2.407616 0.163175 0.022883
H: -2.781126 -1.062866 -0.075996

Cartesian forces (eV/Å) of the 2 atoms listed first:
0.3 -0.2 -0.4
-0.2 -0.3 0.6

Properties
Strongest force on any atom: 0.72 eV/Å
M: 81.50 Da
Energy above the lowest of the compared OMol25 structures with the same formula, charge and spin: 7.20 kcal per mole
Electronic energy: -17162.182 eV
LUMO level: 0.52 eV

For each atom in turn, the Löwdin charge in e is:
1. N 0.106
2. C -0.506
3. O 0.013
4. H 0.106
5. H 0.083
6. H 0.097
7. Cl 0.331
8. H -0.230

This record from the Open Molecules 2025 dataset describes a 2-piece molecular cluster, CH4ClNP2 overall. The level of theory is ωB97M-V/def2-TZVPD.

Geometry (Å):
C: 0.455666 1.903417 0.603797
N: 0.759597 -0.589655 -0.451438
P: -0.303839 0.381339 -0.061210
P: -0.573330 -2.709968 -1.413559
Cl: -2.331016 -2.587958 -0.360913
H: 0.304615 1.907990 1.596322
H: 1.445657 2.031528 0.481423
H: -0.111189 2.740401 0.091065
H: 0.353840 -3.077093 -0.485486

Cartesian forces (eV/Å) of the 2 atoms listed first:
-2.7 0.7 -3.4
2.2 -2.9 -1.4

Properties
Strongest force on any atom: 4.37 eV/Å
M: 127.45 Da
Energy above the lowest of the compared OMol25 structures with the same formula, charge and spin: 73.18 kcal per mole
Electronic energy: -33688.595 eV
LUMO level (alpha / beta): -0.95 / -1.25 eV

For each atom in turn, the Löwdin charge in e is:
1. C -0.337
2. N -0.430
3. P 0.649
4. P 0.356
5. Cl -0.026
6. H -0.027
7. H -0.015
8. H 0.056
9. H -0.227

This record from the Open Molecules 2025 dataset describes a 2-piece molecular cluster, CH4ClOPS overall. The level of theory is ωB97M-V/def2-TZVPD.

Geometry (Å):
C: 0.648441 -2.118087 -0.765170
P: 1.522484 -0.826551 -1.248596
S: 3.200839 -0.233310 -0.455305
Cl: 0.913848 0.253236 -2.863576
H: -0.062996 -2.320679 -1.479780
H: 1.227517 -2.670539 -0.076036
O: 0.183772 2.257255 -0.046981
H: -0.384758 3.010918 -0.508417
H: -0.001000 2.167703 0.872220

Cartesian forces (eV/Å) of the 2 atoms listed first:
1.4 2.2 -0.7
2.1 1.1 0.8

Properties
Strongest force on any atom: 3.87 eV/Å
M: 130.54 Da
Energy above the lowest of the compared OMol25 structures with the same formula, charge and spin: 57.79 kcal per mole
Electronic energy: -35794.988 eV
LUMO level: 0.06 eV

For each atom in turn, the Löwdin charge in e is:
1. C -0.310
2. P -0.039
3. S 0.145
4. Cl 0.250
5. H -0.032
6. H 0.000
7. O -0.129
8. H 0.111
9. H 0.005

> Which value of M does entry 1 give?

81.50 Da

> Among the records above, which one has the lowest energy above the lowest of the compared OMol25 structures with the same formula, charge and spin?

CH4ClNO

> The highest electronic energy belongs to which entry?

CH4ClNO